## 1
Here is C37H34As2FIrN2O4S2 as an isolated structure from OMol25. Energies are from the ωB97M-V functional and the def2-TZVPD basis.

ORCA input file:
```
! RIJCOSX wB97M-V def2-TZVPD def2/J DEFGRID3
* xyz 1 2
Ir 1.62565 0.52299 -0.13514
O 3.52434 0.96396 0.47886
N 3.85915 2.27923 0.40759
C 5.03321 2.60406 0.99502
C 5.48894 3.88918 0.96108
C 4.71987 4.86048 0.30966
C 3.52594 4.50812 -0.26482
C 3.06949 3.18340 -0.21213
S 1.54105 2.71350 -0.88681
H 5.53858 1.77312 1.46381
H 6.42849 4.12996 1.43446
H 5.06043 5.88573 0.26714
H 2.89724 5.23407 -0.76049
C 0.50570 -3.49119 2.07251
C 0.65195 -3.95186 0.84120
As -0.75762 0.01469 -0.14261
C -1.68287 -1.64996 -0.47811
C -2.05232 -2.49152 0.56137
C -2.78721 -3.63958 0.29099
C -3.13617 -3.95092 -1.01287
C -2.76640 -3.10663 -2.05534
C -2.04850 -1.95284 -1.78911
C -1.93981 1.21975 -1.07533
C -1.47176 2.01318 -2.11311
C -2.35382 2.82710 -2.81433
C -3.69851 2.84584 -2.47731
C -4.17246 2.02985 -1.45498
C -3.29801 1.20930 -0.76167
As -0.44995 0.27312 2.26547
C -2.19254 0.11774 3.11631
C -2.22247 -0.76999 4.18916
C -3.39997 -0.96638 4.89967
C -4.55032 -0.28562 4.53323
C -4.52476 0.59896 3.46162
C -3.35080 0.80202 2.75287
C -0.05897 2.18150 2.19278
C -0.86807 3.17808 1.65100
C -0.43797 4.49500 1.65129
C 0.79888 4.83052 2.19140
C 1.60920 3.84702 2.73498
C 1.18290 2.52391 2.73272
H 1.23903 -2.82020 2.50559
H -0.34745 -3.76237 2.68443
H -0.07550 -4.61658 0.39036
H 1.50907 -3.66759 0.24024
H -1.77544 -2.26352 1.58435
H -3.08055 -4.29121 1.10345
H -3.70214 -4.84908 -1.22128
H -3.04850 -3.34219 -3.07309
H -1.79006 -1.28310 -2.60214
H -0.42634 1.99553 -2.39447
H -1.98599 3.44260 -3.62464
H -4.38289 3.48488 -3.01900
H -5.22619 2.02320 -1.20934
H -3.67739 0.53887 0.00469
H -1.32613 -1.30926 4.47429
H -3.41497 -1.65084 5.73733
H -5.46882 -0.44019 5.08342
H -5.42204 1.13416 3.17951
H -3.34336 1.50703 1.92986
H -1.82487 2.93625 1.20706
H -1.06908 5.26457 1.22650
H 1.12410 5.86302 2.19253
H 2.56767 4.10572 3.16875
H 1.81401 1.75374 3.16548
N 2.57105 -0.15029 -1.76586
C 2.37874 -1.47825 -2.36353
C 1.23929 -2.21453 -2.13102
C 1.09265 -3.44764 -2.74179
C 2.10187 -3.92091 -3.56691
C 3.26462 -3.19401 -3.77729
C 3.40271 -1.96009 -3.16490
S 1.90182 -5.47919 -4.36111
O 1.05795 -6.30435 -3.52787
O 3.18578 -5.94231 -4.77582
O 1.01273 -5.24553 -5.55690
H 3.54038 -0.11177 -1.43087
H 2.48070 0.57800 -2.47592
H 0.49199 -1.87214 -1.43895
H 0.21075 -4.04515 -2.55171
H 4.05155 -3.59555 -4.39995
H 4.30758 -1.38247 -3.31348
F 2.00196 -1.28613 0.58796
*
```

## Properties
Expectation value of S² ... 0.761
LUMO energy (alpha / beta) ... -3.75 / -5.66 eV
E_HOMO (alpha / beta) ... -11.1 / -11.1 eV

=====

## 2
Here is C37H34As2FIrN2O4S2 as an isolated structure from OMol25. Energies are from the ωB97M-V functional and the def2-TZVPD basis.

ORCA input file:
```
! RIJCOSX wB97M-V def2-TZVPD def2/J DEFGRID3
* xyz 1 2
Ir -0.14411 -0.21522 0.33449
O 0.75356 1.16499 1.64884
N 0.09891 2.32444 1.77604
C 0.54752 3.15718 2.73512
C -0.03814 4.38429 2.92140
C -1.10576 4.76326 2.11277
C -1.55487 3.89242 1.14506
C -0.94024 2.65226 0.97484
S -1.46930 1.53255 -0.24002
H 1.37866 2.77285 3.30614
H 0.34299 5.03353 3.69563
H -1.57996 5.72558 2.24371
H -2.38562 4.14134 0.49990
C -0.47350 -3.78769 0.56664
C -1.86190 -3.22146 0.30368
As -1.66041 -1.70442 -0.88746
C -1.34364 -2.51076 -2.58944
C -2.33799 -3.36150 -3.07742
C -2.17029 -3.95952 -4.31482
C -1.02921 -3.70105 -5.06603
C -0.04262 -2.85922 -4.57791
C -0.19995 -2.26782 -3.33130
C -3.37605 -0.86665 -1.04078
C -3.78696 -0.39582 -2.28471
C -5.00666 0.25638 -2.39703
C -5.80592 0.43171 -1.27594
C -5.38779 -0.03297 -0.03557
C -4.16662 -0.67809 0.09097
As 0.73840 -2.38025 1.16164
C 0.86091 -2.51019 3.06845
C 0.78599 -1.36987 3.85846
C 0.92640 -1.48479 5.23476
C 1.13726 -2.72743 5.81379
C 1.21234 -3.86478 5.02107
C 1.07695 -3.75843 3.64590
C 2.46980 -2.87105 0.48329
C 3.60250 -2.69065 1.27478
C 4.85346 -2.99626 0.75818
C 4.97394 -3.47930 -0.53827
C 3.84645 -3.65222 -1.32904
C 2.59181 -3.34190 -0.82347
H -0.04003 -4.20808 -0.34201
H -0.48096 -4.56718 1.32742
H -2.34307 -2.87427 1.21473
H -2.50220 -3.94980 -0.19398
H -3.24773 -3.53835 -2.51418
H -2.94166 -4.61032 -4.70452
H -0.91739 -4.13752 -6.04934
H 0.81309 -2.61410 -5.19238
H 0.55188 -1.58827 -2.96597
H -3.16765 -0.53850 -3.16242
H -5.33208 0.62116 -3.36193
H -6.76086 0.93170 -1.36940
H -6.01420 0.10591 0.83558
H -3.82802 -1.01494 1.06242
H 0.60291 -0.40451 3.40827
H 0.86458 -0.60231 5.85771
H 1.24326 -2.81227 6.88704
H 1.37893 -4.83338 5.47260
H 1.15437 -4.64923 3.03319
H 3.50985 -2.32936 2.29217
H 5.73461 -2.86302 1.37134
H 5.95082 -3.72176 -0.93467
H 3.93964 -4.02313 -2.34128
H 1.72360 -3.46023 -1.46190
N 1.66834 0.11998 -0.70886
C 1.81989 0.24298 -2.16360
C 0.90238 0.92824 -2.93736
C 1.01015 0.86825 -4.31918
C 2.03002 0.13917 -4.91516
C 3.00365 -0.45699 -4.12320
C 2.89617 -0.41550 -2.74404
S 2.05850 -0.11934 -6.70187
O 3.15818 0.70748 -7.14244
O 0.73656 0.30767 -7.11599
O 2.29252 -1.55394 -6.78847
H 1.96537 0.97957 -0.24605
H 2.33704 -0.59577 -0.42206
H 0.07789 1.45632 -2.47857
H 0.28055 1.34322 -4.96264
H 3.81433 -0.99079 -4.60331
H 3.63083 -0.91338 -2.11907
F -1.48398 -0.69602 1.72624
*
```

## Properties
Expectation value of S² ... 0.763
LUMO energy (alpha / beta) ... -3.71 / -6.60 eV
E_HOMO (alpha / beta) ... -9.6 / -9.6 eV

=====

Which one sits at the top of the stability order? 2 does.

=====

## 1
Here is a 3-piece molecular cluster, C4H15NO3 overall from OMol25. Energies are from the ωB97M-V functional and the def2-TZVPD basis.

ORCA input file:
```
! RIJCOSX wB97M-V def2-TZVPD def2/J DEFGRID3
* xyz 0 1
N 1.92523 1.67659 -0.18998
C 0.96693 0.55900 0.27765
C 0.96057 -0.42404 -0.75567
C -0.27956 -0.30210 -1.63711
C -1.68808 0.15361 -1.12313
O -1.84828 1.53281 -0.52738
H 1.75860 2.39523 0.40094
H 1.78734 1.85492 -1.16476
H 1.47495 0.34857 1.14568
H -0.00796 0.93079 0.66894
H 1.07251 -1.44959 -0.45306
H 1.85119 -0.24508 -1.36829
H -0.67696 -1.33308 -2.12046
H -0.01359 0.30942 -2.56282
H -1.95361 -0.57070 -0.38356
H -2.34291 0.03015 -1.89129
H -1.09946 2.15299 -1.01479
O 0.19853 -2.62692 1.23026
H 0.25360 -1.95301 1.85940
H -0.55336 -2.53467 0.73646
O -0.98515 -0.33184 2.96818
H -0.71613 0.41324 2.48045
H -0.08440 -0.58630 3.42433
*
```

## Properties
LUMO energy ... 0.47 eV
E_HOMO ... -9.5 eV
Structure (SMILES) ... NCCCCO.O.O

=====

## 2
Here is a 3-piece molecular cluster, C4H15NO3 overall from OMol25. Energies are from the ωB97M-V functional and the def2-TZVPD basis.

ORCA input file:
```
! RIJCOSX wB97M-V def2-TZVPD def2/J DEFGRID3
* xyz 0 1
C 2.39208 -2.29662 0.64293
O 1.21422 -2.11005 -0.11647
C 1.35830 -0.99939 -1.06467
C 1.00166 0.39955 -0.41557
C -0.44971 0.54166 0.12941
N 1.06200 1.38755 -1.51480
H 2.30940 -1.67907 1.53730
H 3.39853 -2.04415 0.30913
H 2.34666 -3.36697 0.84387
H 2.26344 -1.14153 -1.65510
H 0.54494 -1.23737 -1.75017
H 1.69326 0.67231 0.38153
H -0.60363 1.54342 0.53050
H -0.71488 -0.33750 0.71667
H -1.11397 0.43309 -0.72795
H 2.06962 1.44527 -1.55322
H 0.74155 2.21670 -1.03529
O -2.81710 0.80451 2.65641
H -2.55032 0.17136 1.98994
H -3.71259 1.04268 2.41638
O -3.40018 1.69379 -0.43348
H -2.91682 0.97879 -0.84745
H -4.11648 1.88195 -1.03989
*
```

## Properties
LUMO energy ... 0.69 eV
E_HOMO ... -9.7 eV
Structure (SMILES) ... COC[C@H](C)N.O.O

=====

## 3
Here is a 4-piece molecular cluster, C4H15NO3 overall from OMol25. Energies are from the ωB97M-V functional and the def2-TZVPD basis.

ORCA input file:
```
! RIJCOSX wB97M-V def2-TZVPD def2/J DEFGRID3
* xyz 0 1
C 2.13176 -1.69529 -1.37711
C 0.87647 -1.20481 -1.42661
N 0.61133 -0.00811 -2.12602
C -0.77813 0.42365 -1.91733
C -1.81537 -0.67480 -2.25136
H 2.31508 -2.52431 -0.73160
H 2.89652 -1.19034 -1.93992
H 0.03416 -1.59508 -0.88896
H 1.37086 0.63413 -1.97335
H -1.04451 0.80550 -0.90187
H -0.86245 1.31736 -2.53662
H -1.33347 -1.51556 -2.73745
H -2.26000 -1.09354 -1.36224
H -2.56056 -0.24646 -2.92722
O 1.85569 1.37898 0.67532
H 2.28930 0.56563 0.41240
H 0.94324 1.07850 0.83861
O -1.77920 -0.32868 3.66479
H -1.56265 0.59488 3.79004
H -2.30228 -0.67565 4.39577
O 0.17197 1.67428 3.93703
H 0.64434 1.73142 3.08612
H 0.15788 2.54830 4.29758
*
```

## Properties
LUMO energy ... 0.58 eV
E_HOMO ... -8.3 eV
Structure (SMILES) ... C=CNCC.O.O.O

=====

Which one sits at the top of the stability order? 3 does.

=====

## 1
Here is a 3-piece molecular cluster, C4H15NO3 overall from OMol25. Energies are from the ωB97M-V functional and the def2-TZVPD basis.

ORCA input file:
```
! RIJCOSX wB97M-V def2-TZVPD def2/J DEFGRID3
* xyz 0 1
C -0.80327 1.78765 0.98706
N 0.38334 0.95598 0.86999
C 0.69806 0.56419 -0.64298
C -0.29920 -0.43083 -1.10297
C 2.21795 0.09899 -0.55295
O 2.59615 -0.25821 -1.89836
H -0.50817 2.81374 1.52715
H -1.40102 1.31143 1.71847
H -1.34286 2.10624 -0.04964
H 1.15734 1.41464 1.38369
H 0.65812 1.52267 -1.28450
H 0.19497 -1.12605 -1.81324
H -1.13053 -0.06700 -1.66917
H -0.78878 -1.09243 -0.14320
H 2.87697 1.00925 -0.17700
H 2.43186 -0.75248 -0.00988
H 3.32869 -0.90512 -1.87754
O -0.66883 -1.98569 1.97378
H -0.26784 -1.94519 2.84121
H -0.38835 -1.17207 1.51133
O -3.16958 -1.00450 -0.46421
H -2.75505 -1.39296 0.21286
H -3.01995 -1.45227 -1.33990
*
```

## Properties
LUMO energy ... 0.76 eV
E_HOMO ... -9.1 eV
Structure (SMILES) ... CN[C@H](C)CO.O.O

=====

## 2
Here is a 3-piece molecular cluster, C4H15NO3 overall from OMol25. Energies are from the ωB97M-V functional and the def2-TZVPD basis.

ORCA input file:
```
! RIJCOSX wB97M-V def2-TZVPD def2/J DEFGRID3
* xyz 0 1
C -1.23266 1.22925 -2.79862
N -0.80051 0.42761 -1.66807
C -1.44650 0.94684 -0.45755
C 0.65387 0.51071 -1.58826
C 1.31716 -0.65023 -0.86924
O 1.47615 -0.49001 0.57342
H -2.31285 1.10959 -2.89435
H -1.09558 2.31551 -2.66995
H -0.75899 0.93339 -3.73157
H -1.16310 1.99195 -0.23289
H -1.10423 0.41834 0.42298
H -2.50022 0.92197 -0.65901
H 0.97024 1.42729 -1.06596
H 1.00279 0.49527 -2.61731
H 2.32752 -0.83434 -1.23274
H 0.73390 -1.55737 -1.04043
H 0.73523 0.10284 0.76994
O 0.81990 -1.99320 2.84705
H 0.54817 -2.41563 2.02684
H 1.26718 -1.18691 2.56451
O -0.75896 0.17396 2.80544
H -0.56707 -0.78794 2.83959
H -0.80360 0.44429 3.72621
*
```

## Properties
LUMO energy ... 0.81 eV
E_HOMO ... -9.0 eV
Structure (SMILES) ... CN(C)CCO.O.O

=====

Which one sits at the top of the stability order? 2 does.